{"formula": "H12MgO6", "method": "the ωB97M-V functional and the def2-TZVPD basis", "charge": 2, "spin_multiplicity": 1, "relative_energy_ev": 0.2829, "fmax_ev_per_a": 1.13, "lumo_ev": -6.997, "total_energy_ev": -17913.7878, "gap_ev": 13.367, "symbols": ["Mg", "O", "H", "H", "O", "H", "H", "O", "H", "H", "O", "H", "H", "O", "H", "H", "O", "H", "H"], "xyz": [[9.72451, 30.62926, -22.74877], [8.13062, 30.95370, -21.70053], [8.08197, 31.74164, -21.15923], [7.22342, 30.65774, -21.77563], [10.70636, 32.00994, -21.72624], [11.28417, 32.75387, -21.89636], [10.62799, 31.98008, -20.77272], [8.93356, 31.98738, -24.04791], [9.20449, 32.90501, -24.07561], [8.15941, 31.94865, -24.60954], [10.43496, 29.20228, -21.40851], [10.34640, 28.26226, -21.56586], [10.87382, 29.26327, -20.56002], [11.12973, 30.15010, -24.17378], [11.98645, 29.76462, -23.99033], [11.18821, 30.44323, -25.08311], [8.74670, 28.96966, -23.51924], [7.89374, 28.53539, -23.52880], [9.30008, 28.42405, -24.07809]], "forces_ev_per_angstrom": [[0.2, -0.8, -0.7], [-0.6, 0.2, 0.8], [-0.1, 0.4, 0.3], [-0.4, -0.3, 0.0], [0.0, 0.2, 0.2], [0.4, 0.3, -0.3], [0.1, 0.0, 0.6], [0.3, 0.2, -0.3], [0.2, 0.5, -0.1], [-0.4, -0.2, -0.3], [0.2, 0.2, -0.1], [-0.2, -0.4, -0.1], [0.3, 0.1, 0.4], [0.0, 0.0, 0.2], [0.5, -0.2, 0.2], [-0.2, 0.3, -0.5], [0.1, 0.0, -0.1], [-0.5, -0.1, 0.1], [0.3, -0.2, -0.4]], "mulliken_charge": [0.8400, -0.3732, 0.3103, 0.2810, -0.3610, 0.2985, 0.3152, -0.4184, 0.2726, 0.3011, -0.4184, 0.2807, 0.2790, -0.3800, 0.2976, 0.2939, -0.4195, 0.2793, 0.3212]}



{"formula": "C46H43BrClN13O6S2Sn", "method": "the ωB97M-V functional and the def2-TZVPD basis", "spin_multiplicity": 1, "relative_energy_ev": 0.0000, "fmax_ev_per_a": 0.28, "lumo_ev": -0.232, "total_energy_ev": -190127.4871, "gap_ev": 7.284, "symbols": ["Sn", "Br", "C", "C", "C", "C", "C", "C", "N", "N", "C", "C", "C", "C", "O", "C", "N", "C", "C", "C", "C", "H", "H", "H", "H", "H", "H", "H", "H", "H", "O", "C", "O", "C", "C", "Cl", "N", "N", "C", "C", "O", "O", "C", "C", "C", "C", "C", "C", "H", "H", "H", "H", "H", "H", "N", "C", "C", "N", "C", "C", "N", "C", "C", "N", "H", "H", "H", "H", "H", "H", "C", "C", "C", "N", "C", "S", "N", "C", "O", "C", "C", "C", "C", "C", "C", "H", "H", "H", "H", "H", "H", "H", "H", "H", "H", "H", "H", "H", "H", "C", "N", "C", "S", "N", "C", "H", "H", "H", "H", "H", "H", "H", "H"], "xyz": [[0.84882, -0.70664, 0.95518], [0.53691, 6.39037, -0.04042], [0.79492, 6.02893, 1.79866], [-0.20841, 6.32688, 2.70467], [-0.02845, 6.00296, 4.04023], [1.11950, 5.33857, 4.44765], [2.14809, 5.10265, 3.54162], [1.98802, 5.45594, 2.21305], [1.23449, 5.00710, 5.84229], [1.51816, 3.85964, 6.21269], [1.65113, 2.78898, 5.26102], [2.83549, 2.10071, 5.22798], [3.08841, 1.10917, 4.27093], [2.12501, 0.74672, 3.34108], [2.32448, -0.15198, 2.42360], [0.84716, 1.40037, 3.43318], [-0.09011, 1.00804, 2.53152], [-1.27896, 1.56050, 2.56485], [-1.64158, 2.51664, 3.52905], [-0.71318, 2.93031, 4.44016], [0.59670, 2.40249, 4.39435], [-1.11918, 6.80395, 2.37109], [-0.79226, 6.23809, 4.77032], [3.06436, 4.63108, 3.86805], [2.77456, 5.26807, 1.49610], [3.61003, 2.37416, 5.93476], [4.04665, 0.60827, 4.24081], [-1.98710, 1.21780, 1.82468], [-2.64858, 2.90973, 3.53291], [-0.97285, 3.65311, 5.20138], [-4.12470, 1.88119, -2.69157], [-3.09052, 2.67537, -2.90442], [-3.12743, 3.57501, -3.70729], [-1.85306, 2.40610, -2.11088], [-0.67406, 3.11986, -2.24225], [-0.30738, 4.45369, -3.22626], [0.23447, 2.58560, -1.39304], [-0.29416, 1.55732, -0.71395], [-1.53974, 1.42660, -1.12840], [-2.34540, 0.28915, -0.54710], [-3.51528, 0.12532, -0.95275], [-1.76878, -0.42703, 0.31108], [1.62096, 2.85941, -1.18676], [2.10781, 2.75570, 0.10733], [3.46847, 2.87646, 0.33418], [4.32951, 3.13114, -0.72385], [3.82675, 3.25243, -2.01117], [2.47014, 3.10356, -2.25402], [-3.92639, 1.17440, -2.00160], [1.42062, 2.57330, 0.92273], [3.84893, 2.76379, 1.34171], [5.39266, 3.22495, -0.54791], [4.49644, 3.43736, -2.84029], [2.08592, 3.15393, -3.26266], [-0.32488, -3.87357, 3.88399], [-1.37825, -3.05794, 4.24054], [-1.23658, -1.92670, 3.50088], [-0.12920, -2.04317, 2.70206], [0.40040, -3.22119, 2.95314], [1.57567, -3.68599, 2.24380], [2.24912, -2.87590, 1.46653], [3.20032, -3.63683, 0.84826], [3.10033, -4.92801, 1.27549], [2.06344, -4.94648, 2.17720], [-0.13249, -4.78261, 4.26580], [-2.10376, -3.35091, 4.97636], [-1.85943, -1.05077, 3.47588], [3.88482, -3.20910, 0.13625], [3.65143, -5.81554, 1.02444], [1.67984, -5.77155, 2.60185], [2.87160, 0.75085, -5.36817], [1.39061, 1.07416, -5.22532], [0.78981, 0.52850, -3.93746], [0.80177, -0.92434, -3.87423], [1.53226, -1.64290, -3.02218], [2.76674, -1.01732, -2.08479], [1.27130, -3.00029, -2.93797], [0.28762, -3.83641, -3.47341], [0.52395, -5.01897, -3.56892], [-1.03338, -3.26913, -3.87594], [-1.70288, -2.32923, -3.09504], [-2.95624, -1.87972, -3.48269], [-3.52861, -2.35314, -4.65720], [-2.86329, -3.29037, -5.43488], [-1.62037, -3.75949, -5.03811], [3.28278, 1.18494, -6.27948], [3.03683, -0.32666, -5.40204], [3.43657, 1.13140, -4.51567], [0.83061, 0.68647, -6.08138], [1.23210, 2.15702, -5.22822], [-0.24857, 0.85536, -3.83139], [1.35563, 0.88174, -3.07539], [0.09629, -1.39993, -4.41388], [2.00135, -3.51192, -2.46290], [-1.24565, -1.96969, -2.18050], [-3.47469, -1.15683, -2.86682], [-4.49910, -1.98640, -4.96563], [-3.31294, -3.65794, -6.34778], [-1.09588, -4.50937, -5.61541], [-4.26348, -5.69737, 0.35905], [-2.84998, -5.39670, 0.53136], [-2.23380, -4.20326, 0.31378], [-0.58785, -4.22117, -0.09705], [-2.89113, -3.05102, 0.41445], [-4.18486, -2.77381, 1.01302], [-4.37701, -6.77704, 0.42517], [-4.63539, -5.37313, -0.61605], [-4.87539, -5.25385, 1.13914], [-2.22412, -6.15134, 0.30119], [-2.30875, -2.21821, 0.35000], [-4.24689, -3.14897, 2.03855], [-5.01173, -3.17491, 0.43087], [-4.28466, -1.69045, 1.02259]], "forces_ev_per_angstrom": [[0.0, 0.1, -0.1], [0.0, 0.0, 0.0], [0.0, 0.0, 0.0], [0.0, 0.0, 0.0], [0.0, 0.0, 0.0], [0.0, 0.0, 0.0], [0.0, 0.0, 0.0], [0.0, 0.0, 0.0], [0.0, 0.0, 0.0], [0.0, 0.0, 0.0], [0.0, 0.0, 0.0], [0.0, 0.0, 0.0], [0.0, 0.0, 0.0], [0.0, 0.0, 0.0], [0.0, 0.0, 0.0], [0.0, 0.0, 0.0], [0.0, 0.0, 0.0], [0.0, 0.0, 0.0], [0.0, 0.0, 0.0], [0.0, 0.0, 0.0], [0.0, 0.0, 0.0], [0.0, 0.0, 0.0], [0.0, 0.0, 0.0], [0.0, 0.0, 0.0], [0.0, 0.0, 0.0], [0.0, 0.0, 0.0], [0.0, 0.0, 0.0], [0.0, 0.0, 0.0], [0.0, 0.0, 0.0], [0.0, 0.0, 0.0], [0.0, 0.1, -0.1], [0.0, 0.0, 0.0], [0.0, 0.0, 0.0], [0.0, 0.0, 0.0], [-0.1, 0.0, 0.0], [0.0, 0.0, 0.0], [0.0, 0.0, 0.0], [0.0, 0.0, 0.1], [0.0, 0.0, 0.0], [0.1, -0.1, 0.0], [0.0, 0.0, 0.0], [0.0, 0.0, 0.1], [0.0, 0.0, 0.0], [0.0, 0.0, 0.0], [0.0, 0.0, 0.0], [0.0, 0.0, 0.0], [0.0, 0.0, 0.0], [0.0, 0.0, 0.0], [0.0, 0.0, 0.1], [0.0, 0.0, 0.0], [0.0, 0.0, 0.0], [0.0, 0.0, 0.0], [0.0, 0.0, 0.0], [0.0, 0.0, 0.0], [0.0, 0.0, 0.0], [0.0, 0.0, 0.0], [-0.1, -0.1, 0.0], [0.1, 0.0, 0.0], [0.0, 0.0, 0.0], [0.0, 0.0, 0.0], [-0.1, 0.0, 0.0], [0.0, -0.1, 0.0], [0.0, 0.0, 0.0], [0.0, 0.0, 0.0], [0.0, 0.0, 0.0], [0.0, 0.0, 0.0], [0.0, 0.0, 0.0], [0.0, 0.0, 0.0], [0.0, 0.0, 0.0], [0.0, 0.0, 0.0], [0.0, 0.0, 0.0], [0.0, 0.0, 0.0], [0.0, 0.0, 0.0], [0.0, 0.0, 0.0], [0.0, -0.1, 0.1], [0.1, 0.0, 0.0], [0.0, 0.1, 0.0], [0.0, -0.1, 0.0], [0.0, 0.0, 0.0], [0.0, 0.0, 0.0], [0.0, -0.1, 0.0], [0.0, 0.0, 0.0], [0.0, 0.0, 0.0], [0.0, 0.0, 0.0], [0.0, 0.0, 0.0], [0.0, 0.0, 0.0], [0.0, 0.0, 0.0], [0.0, 0.0, 0.0], [0.0, 0.0, 0.0], [0.0, 0.0, 0.0], [0.0, 0.0, 0.0], [0.0, 0.0, -0.1], [0.0, 0.0, 0.0], [0.0, 0.0, 0.0], [0.0, 0.0, 0.1], [0.0, 0.0, 0.0], [0.0, 0.0, 0.0], [0.0, 0.0, 0.0], [0.0, 0.0, 0.0], [0.0, 0.0, -0.1], [0.0, 0.0, 0.0], [0.0, 0.0, -0.1], [0.0, 0.0, 0.0], [0.0, 0.0, 0.2], [-0.1, 0.0, 0.0], [0.0, 0.0, 0.0], [0.0, 0.0, 0.0], [0.0, 0.0, 0.0], [0.0, 0.0, 0.0], [0.1, 0.1, -0.3], [0.0, 0.0, 0.0], [0.0, 0.0, 0.0], [0.0, 0.0, 0.0]], "mulliken_charge": [1.1292, -0.1476, 0.0114, -0.6062, -0.3027, -0.1219, -0.0849, -0.4694, -0.4563, -0.5439, 0.0720, -0.3666, -0.7317, 0.4668, -0.4195, -0.2778, 1.3335, -0.8344, -1.7596, -0.4941, 0.4703, 0.4460, 0.4317, 0.5071, 0.7606, 0.4326, 0.5289, 0.4571, 0.5149, 0.7434, -0.6206, 0.4382, -0.6307, -0.3220, 0.0682, -0.1188, 0.4399, 1.0490, -0.5537, 0.5755, -0.9806, -0.0288, -0.1927, -0.2884, -0.9927, -0.9770, -1.0882, 0.1785, 0.3260, 0.9441, 0.6033, 0.4611, 0.4281, 0.4399, -0.0805, -0.8979, -0.7976, 0.6889, 0.0360, -0.4968, 0.3648, -0.6521, -0.7450, -0.0415, 0.1913, 0.4381, 0.4429, 0.5214, 0.4237, 0.1901, -1.1649, -0.8074, 0.0214, 0.2846, 0.3968, -0.3487, 0.1321, -0.3335, -0.6675, 0.0595, 0.8184, -1.1501, -0.7100, -0.7061, -0.3295, 0.4406, 0.2615, 0.1665, 0.5077, 0.4172, -0.1040, -0.3291, 0.4410, 0.2405, 0.7858, 0.6079, 0.4595, 0.3892, 0.4875, -1.0574, -0.1641, 0.4658, -0.3774, 1.0932, -1.2114, 0.3832, 0.3129, 0.2963, 0.2766, -0.6940, 0.3719, 0.4081, 0.1971]}